Record 1
Entry from the Open Molecules 2025 dataset: a molecular structure, C27H35ClCoINO3PS2 (ωB97M-V/def2-TZVPD).

Cartesian coordinates (Å):
Co (-0.62042, -0.46974, -1.16759)
O (0.55670, 0.36979, 0.39028)
S (0.64781, 1.87135, 0.53851)
C (0.42607, 2.14682, 2.33258)
C (1.25911, 1.23729, 3.18432)
C (0.92574, -0.11155, 3.30704)
C (1.73097, -0.96067, 4.05028)
C (2.86627, -0.47410, 4.68442)
C (3.19187, 0.86994, 4.58291)
C (2.39011, 1.72061, 3.83526)
C (2.42191, 2.23780, 0.41514)
C (2.94510, 1.78590, -0.91558)
C (2.94999, 2.64245, -2.01037)
C (3.38167, 2.19251, -3.24734)
C (3.80581, 0.88003, -3.39885)
C (3.80729, 0.02236, -2.30844)
C (3.38133, 0.47533, -1.06974)
H (-0.64030, 1.97875, 2.48533)
H (0.63904, 3.20271, 2.51133)
H (0.04620, -0.49652, 2.80804)
H (1.47114, -2.00803, 4.13283)
H (3.49161, -1.14126, 5.26333)
H (4.06960, 1.25731, 5.08369)
H (2.64707, 2.77107, 3.75453)
H (2.89455, 1.70224, 1.23818)
H (2.53399, 3.31372, 0.56263)
H (2.59757, 3.66160, -1.89818)
H (3.37031, 2.86083, -4.09812)
H (4.12852, 0.52454, -4.36869)
H (4.13460, -1.00374, -2.42150)
H (3.37383, -0.19234, -0.21694)
Cl (-0.83833, -5.13209, -0.33983)
C (-2.24658, -4.03346, -0.18038)
C (-1.77717, -2.62257, -0.48765)
O (-1.88985, -2.19285, -1.66227)
O (-1.24869, -1.95012, 0.43255)
H (-2.59964, -4.11353, 0.84285)
H (-2.99631, -4.36156, -0.89262)
I (3.61857, -3.98107, 1.40501)
C (2.61975, -3.37583, -0.31824)
C (2.87285, -3.98384, -1.53654)
C (2.16737, -3.54868, -2.64555)
C (1.24705, -2.52508, -2.49514)
N (1.01401, -1.94554, -1.31851)
C (1.67610, -2.36528, -0.24324)
H (3.59940, -4.78131, -1.61620)
H (2.32519, -3.99783, -3.61614)
H (0.67128, -2.13944, -3.32750)
H (1.43902, -1.87055, 0.68911)
S (-0.08237, 0.70366, -2.98254)
C (-3.91360, 3.39228, -1.56763)
C (-2.74271, 2.44146, -1.79379)
P (-2.70992, 0.89610, -0.80118)
C (-4.20254, 0.00948, -1.40501)
C (-4.78538, -0.98821, -0.40667)
C (-3.15855, 1.51875, 0.87687)
C (-2.88573, 0.52669, 2.00756)
H (-3.86056, 4.23201, -2.26196)
H (-3.91009, 3.80316, -0.55738)
H (-4.87664, 2.90305, -1.72270)
H (-1.78879, 2.94116, -1.60873)
H (-2.69265, 2.11867, -2.83733)
H (-3.87481, -0.51516, -2.30455)
H (-4.96674, 0.73245, -1.70042)
H (-4.01621, -1.64655, 0.00006)
H (-5.53904, -1.61283, -0.88730)
H (-5.26304, -0.47719, 0.43078)
H (-4.19824, 1.85708, 0.89233)
H (-2.54831, 2.41909, 1.01126)
H (-3.62997, -0.26789, 2.02642)
H (-2.91681, 1.02404, 2.97982)
H (-1.91638, 0.04240, 1.88309)

Atoms 1-3, force components in eV/Å:
Co -0.046 0.009 -0.072
O 0.026 0.153 0.020
S -0.028 -0.039 0.022

The calculation puts the HOMO energy (alpha / beta) at -7.32 / -7.57 eV. Its gap between HOMO and LUMO (alpha / beta) is 7.60 / 7.22 eV. Its multiplicity is 5. As for the LUMO energy (alpha / beta): 0.282 / -0.347 eV. The energy above the lowest of the compared OMol25 structures with the same formula, charge and spin comes out at 0.000 eV.

Results of the Mulliken charge analysis, in e, for atoms 1 through 4: 0.07 0.01 0.78 -0.78



Record 2
Entry from the Open Molecules 2025 dataset: a molecular structure, C24H33ClN4O at a distorted geometry (ωB97M-V/def2-TZVPD).

Cartesian coordinates (Å):
C (3.99442, 1.64468, -1.14539)
H (3.44633, 1.07660, -1.87354)
C (3.06844, 1.47245, 0.20449)
C (1.69966, 1.90637, -0.05522)
N (0.96933, 2.14792, 1.10458)
C (0.98156, 0.66651, 1.78323)
C (0.29841, 0.73401, 3.10769)
N (-1.33419, 1.29259, 2.76584)
C (-1.12388, 2.59366, 2.18911)
C (-0.30638, 2.56238, 0.99402)
H (-0.22641, 3.31230, 0.53353)
H (-0.95986, 1.83152, 0.10901)
H (-2.05347, 3.25750, 2.04553)
H (-0.52964, 3.16882, 3.02039)
C (-2.14221, 1.34930, 3.97514)
H (-1.66053, 2.12084, 4.69904)
C (-3.45951, 1.44676, 3.79375)
H (-3.99755, 1.65660, 4.63953)
H (-3.90745, 1.97616, 2.99414)
C (-4.00517, -0.16502, 3.40184)
N (-3.44680, -0.59160, 2.12139)
C (-2.42843, -1.83724, 2.29841)
O (-2.45382, -2.45664, 3.34783)
C (-1.64535, -2.11194, 1.11232)
C (-1.80213, -1.14881, -0.06866)
C (-0.77358, -1.41622, -0.96749)
N (-0.38299, -0.31619, -1.96119)
C (0.19793, -0.87537, -2.94909)
C (1.05676, -2.05632, -3.17339)
C (0.73343, -2.96691, -2.14741)
C (-0.24455, -2.80398, -1.11126)
C (-0.49465, -3.58411, -0.16204)
C (-1.22739, -3.30668, 1.03060)
H (-1.35392, -3.84114, 1.76629)
H (0.05061, -4.58505, -0.14077)
Cl (1.32875, -4.72700, -2.29827)
C (1.67069, -2.23635, -4.41089)
C (1.88547, -1.36335, -5.28837)
C (1.76051, 0.09316, -4.82751)
C (0.59924, 0.18052, -3.98465)
H (-0.23956, 0.46613, -4.42928)
H (0.81281, 1.10692, -3.37059)
H (2.75666, 0.23284, -4.29172)
H (1.90457, 1.00475, -5.63961)
H (0.70911, -1.42944, -6.08205)
H (2.44399, -1.28151, -6.04354)
H (2.89265, -2.22601, -3.88897)
H (1.62429, -3.13608, -4.61606)
H (-2.06509, -0.11451, 0.03721)
H (-3.30164, -0.14406, 1.31649)
H (-5.22986, -0.02844, 3.14252)
H (-3.99846, -0.79243, 4.17019)
H (-2.03046, 0.42543, 4.73061)
H (0.03099, -0.24126, 3.60496)
H (0.69752, 1.37046, 3.98695)
H (1.96430, 0.10007, 2.20456)
H (0.37563, -0.01871, 1.06223)
H (1.32470, 1.07866, -0.80422)
H (1.62559, 2.75686, -0.50601)
H (3.46338, 0.41265, 0.70108)
H (3.57757, 2.25786, 0.84393)
H (3.95320, 2.67944, -1.48940)
H (4.92643, 1.41969, -1.11187)

Atoms 1-3, force components in eV/Å:
C -7.914 1.719 0.859
H 0.159 -0.497 -0.834
C 6.933 0.181 0.371

The calculation puts the HOMO energy at -7.76 eV. Its gap between HOMO and LUMO is 6.88 eV. Its multiplicity is 1. As for the LUMO energy: -0.880 eV.

Results of the natural (NBO) charge analysis, in e, for atoms 1 through 4: -0.58 0.19 -0.39 -0.23



Record 3
Entry from the Open Molecules 2025 dataset: 3 unconnected molecules or ions with the total composition C32H41N2O10P3S2 at a distorted geometry (ωB97M-V/def2-TZVPD).

Cartesian coordinates (Å):
O (5.99396, -2.64699, 1.19558)
C (6.53863, -3.81282, 0.48428)
C (5.45708, -4.27138, -0.66392)
C (4.07095, -3.55574, -0.27495)
C (3.65090, -2.28321, -1.06625)
C (2.29098, -1.63132, -0.66695)
C (1.41251, -2.20990, 0.47499)
C (1.87995, -3.48523, 1.27062)
C (3.24642, -4.18120, 0.89575)
P (3.74606, -5.72391, 1.86033)
S (2.51850, -7.21612, 1.45438)
N (0.07735, -1.67162, 0.89483)
C (-0.87334, -2.23062, -0.12708)
O (-2.23448, -1.76008, 0.00524)
C (-3.18534, -2.77589, -0.28648)
C (-3.05377, -3.87264, -1.36939)
C (-4.12526, -4.99697, -1.61357)
C (-5.41632, -5.04528, -0.75181)
C (-5.58695, -3.90898, 0.32982)
C (-4.51002, -2.79788, 0.56954)
C (0.06753, -0.19209, 0.93244)
C (0.74608, 0.75368, -0.11198)
C (0.70704, 2.29376, 0.05969)
C (0.00550, 2.99232, 1.26479)
C (-0.71139, 2.07856, 2.29341)
C (-0.67025, 0.53900, 2.12001)
C (-1.42210, -0.32981, 3.26465)
C (-2.83904, -0.75399, 2.92457)
C (-3.63424, -1.62775, 3.92127)
C (-2.80642, -1.89689, 5.19821)
C (-1.40444, -1.31965, 5.31864)
N (-0.61539, -0.55106, 4.41475)
S (1.61062, -0.11597, -1.52538)
H (5.53812, -2.95178, 2.01998)
H (7.53236, -3.47590, 0.01881)
H (6.67623, -4.63036, 1.28564)
H (5.82892, -3.95644, -1.70986)
H (5.27752, -5.40499, -0.64584)
H (4.25150, -1.83088, -1.93426)
H (1.20551, -3.88530, 2.11708)
H (3.64795, -5.43946, 3.27948)
H (5.11114, -6.13392, 1.61089)
H (-0.47489, -1.95649, -1.17637)
H (-0.77066, -3.38254, -0.05421)
H (-2.12648, -3.90689, -2.05466)
H (-3.99049, -5.82308, -2.40414)
H (-6.23365, -5.83642, -0.84026)
H (-6.55834, -3.97225, 0.94662)
H (-4.71434, -2.01362, 1.36558)
H (1.23359, 2.99196, -0.69089)
H (-0.02217, 4.12549, 1.45096)
H (-1.26371, 2.52757, 3.19851)
H (-3.31782, -0.43465, 1.93964)
H (-4.69198, -2.00093, 3.73846)
H (-3.24762, -2.52400, 6.04451)
H (-0.86920, -1.53710, 6.32121)
C (-0.13972, -0.80782, -5.12761)
O (0.67557, -0.88364, -6.28810)
P (2.10884, -0.17537, -6.22301)
O (2.96328, -0.57781, -5.08426)
O (1.76341, 1.39203, -6.27613)
C (0.82354, 1.84938, -7.23712)
O (2.71568, -0.48203, -7.67233)
C (3.90321, 0.20359, -8.03825)
H (-1.16563, -1.04122, -5.41599)
H (0.19745, -1.53357, -4.38558)
H (-0.11881, 0.19749, -4.69920)
H (-0.18184, 1.79566, -6.81462)
H (0.86531, 1.25884, -8.15513)
H (1.05079, 2.88879, -7.47694)
H (3.66550, 1.24000, -8.29044)
H (4.32510, -0.28019, -8.91982)
H (4.63794, 0.17833, -7.23083)
C (-0.04789, 8.66580, 4.02751)
O (-1.12958, 7.83191, 4.41505)
P (-1.62893, 6.74103, 3.35678)
O (-0.57941, 5.84514, 2.82686)
O (-2.38657, 7.60931, 2.23890)
C (-3.29902, 8.61287, 2.65956)
O (-2.81491, 6.01144, 4.14516)
C (-3.63977, 5.12449, 3.40382)
H (-0.03221, 9.53298, 4.68905)
H (0.89469, 8.12470, 4.12442)
H (-0.17142, 9.01478, 2.99913)
H (-2.76158, 9.55145, 2.80909)
H (-3.80833, 8.33298, 3.58443)
H (-4.04465, 8.75377, 1.87625)
H (-4.32755, 5.69933, 2.77880)
H (-4.22415, 4.52733, 4.10459)
H (-3.04118, 4.45792, 2.77904)

Atoms 1-3, force components in eV/Å:
O 0.546 -1.122 0.442
C -0.717 0.123 0.368
C -0.404 0.584 0.728

The calculation puts the HOMO energy at -7.86 eV. Its gap between HOMO and LUMO is 7.76 eV. Its multiplicity is 1. As for the LUMO energy: -0.098 eV. The structure (SMILES) is OCCc1cc2c(cc1[PH2]=S)N(COc1ccccc1)c1c(cccc1-c1ccccn1)S2.COP(=O)(OC)OC.COP(=O)(OC)OC.

Results of the Mulliken charge analysis, in e, for atoms 1 through 4: -0.54 -0.22 -1.09 1.03



Record 4
Entry from the Open Molecules 2025 dataset: a molecular structure, C5H5ClKNO4P at a distorted geometry (ωB97M-V/def2-TZVPD).

Cartesian coordinates (Å):
C (-0.84312, -2.67729, -0.61275)
C (-0.03928, -2.18842, 0.71678)
O (0.40772, -3.11446, 1.51448)
O (0.26783, -0.82418, 1.06972)
C (1.26137, -0.39563, 0.08656)
O (1.94117, -1.20794, -0.61322)
C (1.52480, 1.18658, -0.22299)
P (-0.19842, 2.00422, -0.19545)
Cl (-0.57465, 2.33107, 1.88331)
N (-0.11057, 3.53125, -1.08874)
C (-0.85141, 4.45623, -0.50540)
O (-1.33946, 5.17321, 0.41200)
H (-0.28075, -2.45543, -1.58781)
H (-1.01596, -3.82857, -0.56863)
H (-1.89864, -2.16872, -0.63814)
H (2.08095, 1.27917, -1.22451)
H (2.21335, 1.67090, 0.57390)
K (-2.54495, -2.77199, 1.00089)

Atoms 1-3, force components in eV/Å:
C 0.361 0.825 -1.254
C 3.606 -4.764 3.272
O -3.103 5.109 -4.170

The calculation puts the HOMO energy at -12.03 eV. The total charge is +1. Its gap between HOMO and LUMO is 7.81 eV. Its multiplicity is 1. As for the LUMO energy: -4.221 eV.

Results of the Mulliken charge analysis, in e, for atoms 1 through 4: -1.06 0.53 -0.45 -0.16



Record 5
Entry from the Open Molecules 2025 dataset: a single CH2FNOS molecule at a distorted geometry (ωB97M-V/def2-TZVPD).

Cartesian coordinates (Å):
O (0.00746, 1.12427, 1.22672)
C (-0.25553, 0.81430, 0.12823)
F (-0.93690, 1.66168, -0.61870)
N (-0.07757, -0.35111, -0.53676)
S (1.05597, -1.44083, 0.20372)
H (-0.12905, -0.26300, -1.61301)
H (0.33563, -1.54532, 1.20980)

Atoms 1-3, force components in eV/Å:
O 0.785 -0.194 1.726
C -0.534 0.106 -0.410
F -0.753 0.831 -1.386

The calculation puts the HOMO energy at -9.74 eV. Its gap between HOMO and LUMO is 10.05 eV. Its multiplicity is 1. As for the LUMO energy: 0.315 eV. The structure (SMILES) is O=C(F)NS. The energy above the lowest of the compared OMol25 structures with the same formula, charge and spin comes out at 0.163 eV.

Results of the natural (NBO) charge analysis, in e, for atoms 1 through 4: -0.57 0.93 -0.33 -0.79



no.,E (a.u.)
1,-4608.7524
2,-1688.0911
3,-3925.9155
4,-1950.3952
5,-667.3443